{
  "formula": "ClH2NO2S",
  "method": "ωB97M-V with the def2-TZVPD basis set",
  "symbols": ["N", "O", "O", "S", "Cl", "H", "H"],
  "xyz": [[0.5645, 0.6840, 0.4302], [-2.2500, -0.5931, 0.7564], [1.0229, -1.5630, -0.2469], [-0.0491, -0.6425, -0.1916], [-0.6317, 0.1057, -2.0956], [-0.1689, 1.3813, 0.5864], [1.5124, 0.6276, 0.7611]],
  "forces_ev_per_angstrom": [[-1.042, 0.624, 0.062], [1.064, -0.023, -0.416], [1.266, -1.383, -0.453], [-2.626, 0.476, 0.222], [0.240, -0.281, 0.005], [1.074, 0.085, 0.403], [0.024, 0.502, 0.177]],
  "homo_ha": [-0.3761, -0.3786],
  "relative_energy_kj_mol": 481.1,
  "total_charge": 0
}


{
  "formula": "C22H26BF4N4Pt",
  "method": "ωB97M-V with the def2-TZVPD basis set",
  "symbols": ["Pt", "C", "C", "C", "N", "C", "C", "C", "C", "C", "C", "C", "N", "C", "C", "C", "N", "C", "C", "C", "C", "C", "C", "C", "N", "C", "C", "H", "H", "H", "H", "H", "H", "H", "H", "H", "H", "H", "H", "H", "H", "H", "H", "H", "H", "H", "H", "H", "H", "H", "H", "H", "H", "F", "B", "F", "F", "F"],
  "xyz": [[-0.1037, -0.4263, -0.4288], [1.5270, 1.0312, -2.8567], [2.8573, 0.7948, -2.1338], [2.8861, -0.5989, -1.4857], [1.9881, -0.7244, -0.3641], [2.4257, -0.6430, 0.8887], [3.6465, -0.0088, 1.2236], [4.3085, 0.0937, 2.4258], [4.0565, -0.5688, 3.6236], [3.0288, -1.4650, 3.8693], [1.9095, -1.7492, 3.1207], [1.4896, -1.2362, 1.8638], [0.2649, -1.3803, 1.4187], [-0.7932, -2.0911, 2.0780], [-2.1781, -1.4703, 1.8391], [-2.6860, -1.5442, 0.3812], [-2.1987, -0.4241, -0.3834], [-2.7994, 0.7510, -0.4129], [-4.0302, 1.0477, 0.2493], [-4.8909, 2.0937, 0.0760], [-4.8448, 3.1473, -0.8489], [-3.7858, 3.4703, -1.6692], [-2.5104, 2.9347, -1.6983], [-1.9931, 1.7970, -1.0441], [-0.6885, 1.5522, -0.9683], [0.3148, 2.5484, -1.2301], [0.9425, 2.4242, -2.6289], [0.7905, 0.2955, -2.4793], [1.6481, 0.8512, -3.9264], [2.9955, 1.5438, -1.3526], [3.6930, 0.8880, -2.8335], [3.9135, -0.8572, -1.1942], [2.5667, -1.3345, -2.2330], [4.1097, 0.5301, 0.4066], [5.1831, 0.7356, 2.4257], [4.7690, -0.4076, 4.4249], [3.0836, -1.9875, 4.8212], [1.2458, -2.4833, 3.5559], [-0.6452, -2.1159, 3.1681], [-0.7909, -3.1217, 1.6975], [-2.1500, -0.4204, 2.1547], [-2.8812, -2.0001, 2.4855], [-3.7842, -1.5940, 0.3754], [-2.3064, -2.4557, -0.0882], [-4.3216, 0.3333, 1.0066], [-5.7687, 2.0861, 0.7139], [-5.7203, 3.7819, -0.8955], [-3.9420, 4.3188, -2.3274], [-1.8148, 3.4401, -2.3541], [1.1011, 2.4147, -0.4763], [-0.0959, 3.5585, -1.0990], [1.7161, 3.1911, -2.7352], [0.1712, 2.6128, -3.3786], [-1.4951, -4.5637, -0.6589], [-0.1755, -4.2478, -0.9542], [-0.1141, -2.8803, -1.3213], [0.2785, -5.0157, -2.0018], [0.5990, -4.4531, 0.1712]],
  "forces_ev_per_angstrom": [[-0.806, 0.652, 1.330], [-0.124, -0.023, -0.018], [-0.163, -0.335, 0.064], [0.226, 0.330, -0.295], [-0.892, 0.642, 0.479], [0.451, 0.289, -0.607], [-0.304, -0.153, -0.442], [0.005, -0.501, 0.820], [0.685, 0.525, -0.258], [-0.596, -0.077, -0.008], [0.357, -0.282, 0.259], [-1.145, -0.185, 0.128], [0.593, -0.118, -0.820], [-0.294, -0.202, 0.475], [0.206, 0.015, -0.216], [-0.317, -0.311, 0.348], [1.197, 0.888, 0.526], [-0.279, -0.975, 0.060], [0.508, -0.580, 0.006], [-0.236, 0.686, -0.586], [-0.474, -0.282, 0.454], [0.387, 0.095, 0.115], [-0.305, 0.104, -0.148], [1.655, 0.361, -0.073], [-0.447, -0.692, -0.531], [0.142, 0.348, -0.357], [-0.174, -0.212, 0.180], [0.331, 0.300, -0.518], [0.002, -0.039, -0.023], [0.078, 0.091, 0.064], [0.023, 0.037, 0.047], [-0.223, -0.027, 0.064], [0.034, 0.017, 0.058], [-0.070, 0.010, -0.031], [0.019, 0.028, -0.040], [-0.010, -0.007, -0.011], [-0.029, 0.013, -0.033], [0.021, -0.038, -0.057], [0.012, -0.045, -0.205], [0.031, 0.053, 0.107], [-0.102, -0.069, 0.041], [-0.011, -0.014, 0.015], [0.189, 0.058, -0.080], [-0.102, 0.044, 0.008], [0.041, -0.087, 0.019], [-0.014, -0.060, 0.022], [-0.027, 0.029, -0.021], [0.013, 0.021, -0.026], [0.051, -0.038, -0.039], [-0.092, 0.012, -0.039], [0.062, -0.092, 0.023], [-0.002, 0.040, -0.065], [-0.031, 0.096, -0.037], [-0.965, -0.152, 0.215], [0.046, 0.344, -0.197], [-0.024, 0.055, -0.276], [0.305, -0.518, -0.706], [0.591, -0.066, 0.839]],
  "homo_ha": -0.1463,
  "total_charge": -1
}


{
  "formula": "C23H40BFN9",
  "method": "ωB97M-V with the def2-TZVPD basis set",
  "symbols": ["C", "C", "C", "C", "C", "B", "F", "H", "H", "H", "H", "H", "H", "H", "H", "H", "H", "H", "H", "H", "C", "C", "N", "H", "H", "H", "C", "C", "N", "H", "H", "H", "C", "C", "N", "H", "H", "H", "C", "C", "N", "H", "H", "H", "C", "C", "N", "H", "H", "H", "C", "C", "N", "H", "H", "H", "C", "C", "N", "H", "H", "H", "C", "C", "N", "H", "H", "H", "C", "C", "N", "H", "H", "H"],
  "xyz": [[-0.7150, 0.3682, -1.8834], [-1.2345, 1.7275, -2.4000], [-0.2898, 2.3356, -3.4672], [-0.0711, 3.8457, -3.2757], [1.2701, 4.2248, -2.6146], [1.7467, 3.2786, -1.3608], [3.2273, 3.4597, -1.2085], [0.3023, 0.1968, -2.1977], [-0.7127, 0.4030, -0.7994], [-1.3586, -0.4467, -2.1929], [-1.2587, 2.4513, -1.5938], [-2.2313, 1.6177, -2.7961], [0.6317, 1.7766, -3.5348], [-0.7924, 2.2129, -4.4206], [-0.9101, 4.2665, -2.7302], [-0.0918, 4.2916, -4.2712], [2.0707, 4.3048, -3.3491], [1.1482, 5.2399, -2.2274], [1.5567, 2.0884, -1.5295], [1.2485, 3.6777, -0.3143], [-0.9479, -1.6239, -5.8928], [-1.7601, -0.5113, -5.4087], [-2.3832, 0.3672, -5.0345], [-1.5278, -2.2296, -6.5862], [-0.0662, -1.2397, -6.4013], [-0.6351, -2.2394, -5.0515], [-2.3730, -2.3380, 1.1402], [-1.4696, -2.7210, 0.0625], [-0.7612, -2.9649, -0.7905], [-1.7992, -2.0525, 2.0191], [-2.9811, -1.4942, 0.8227], [-3.0231, -3.1724, 1.3962], [1.0182, -6.0953, -1.3723], [0.1829, -7.2373, -1.0060], [-0.4627, -8.1313, -0.7095], [2.0088, -6.2141, -0.9383], [1.1092, -6.0342, -2.4546], [0.5752, -5.1732, -0.9994], [2.2850, -7.4271, 2.7298], [1.6754, -6.1267, 2.4585], [1.2004, -5.1126, 2.2398], [1.5110, -8.1893, 2.7866], [2.9784, -7.6821, 1.9314], [2.8241, -7.3905, 3.6740], [0.1574, 4.5982, 2.4486], [-0.5009, 3.4773, 1.7894], [-0.9769, 2.5948, 1.2446], [0.6859, 5.2049, 1.7156], [-0.5772, 5.2098, 2.9714], [0.8708, 4.1975, 3.1658], [-3.3982, 2.2624, 2.8173], [-3.9978, 1.1124, 2.1499], [-4.4362, 0.2085, 1.6089], [-2.8064, 2.8265, 2.0992], [-4.1801, 2.8982, 3.2288], [-2.7498, 1.9199, 3.6209], [-5.1693, -3.3599, 4.3817], [-3.8717, -2.6993, 4.5022], [-2.8620, -2.1747, 4.5821], [-5.2106, -3.9195, 3.4498], [-5.3137, -4.0422, 5.2165], [-5.9610, -2.6142, 4.3850], [6.1937, 4.4272, 0.2648], [6.4266, 5.7131, 0.9214], [6.6183, 6.7178, 1.4291], [5.8070, 3.7106, 0.9851], [5.4640, 4.5395, -0.5379], [7.1301, 4.0551, -0.1470], [1.8179, 0.4303, 1.7003], [2.3261, 1.5910, 2.4267], [2.7307, 2.4985, 2.9892], [1.4740, -0.3248, 2.4047], [0.9893, 0.7387, 1.0632], [2.6071, 0.0133, 1.0792]],
  "forces_ev_per_angstrom": [[-0.727, 0.683, 0.273], [1.482, -0.188, -0.070], [-1.356, 0.392, -0.196], [1.020, -0.333, -0.567], [-0.574, -0.141, 0.757], [0.816, 0.569, -0.153], [-0.018, 0.010, 0.050], [0.296, -0.167, -0.129], [0.023, -0.256, 0.304], [-0.017, -0.299, -0.124], [-0.124, -0.060, 0.397], [-0.366, 0.066, -0.135], [0.413, 0.059, 0.173], [-0.027, -0.127, -0.377], [-0.205, 0.042, 0.201], [-0.180, 0.285, -0.139], [0.112, -0.282, -0.302], [0.123, 0.248, 0.009], [-0.106, -0.222, 0.048], [-0.221, -0.053, 0.242], [-0.039, 0.069, 0.097], [0.514, -0.662, -0.290], [-0.657, 0.513, 0.107], [0.007, -0.017, -0.008], [0.019, 0.002, 0.008], [0.018, 0.000, 0.016], [0.104, -0.021, -0.096], [-0.971, 0.493, 1.185], [1.043, -0.630, -1.239], [-0.020, -0.006, 0.031], [-0.021, 0.018, 0.026], [0.008, -0.018, 0.011], [-0.087, -0.040, 0.050], [0.524, 0.733, -0.196], [-0.426, -0.661, 0.221], [0.016, 0.016, 0.012], [-0.016, -0.001, -0.016], [-0.032, 0.060, 0.004], [-0.082, 0.114, -0.008], [0.369, -0.810, 0.141], [-0.345, 0.727, -0.163], [-0.004, -0.019, -0.020], [0.009, -0.022, -0.005], [0.015, -0.009, 0.007], [-0.103, -0.065, 0.128], [0.804, 0.799, 0.069], [-0.217, -0.714, -0.330], [0.020, -0.133, -0.101], [-0.034, 0.012, -0.012], [0.103, 0.061, -0.025], [-0.428, 0.045, 0.052], [0.512, 0.761, 0.389], [-0.501, -0.713, -0.327], [-0.220, -0.172, 0.131], [-0.073, -0.042, 0.065], [0.050, -0.002, -0.021], [0.118, 0.055, 0.025], [-0.806, -0.358, -0.116], [0.740, 0.363, 0.117], [-0.016, -0.002, -0.016], [-0.014, -0.017, 0.002], [-0.010, 0.010, -0.024], [-0.044, 0.157, -0.028], [-0.145, -0.819, -0.431], [0.169, 0.718, 0.373], [-0.084, -0.011, -0.014], [-0.112, -0.090, 0.068], [0.016, 0.002, 0.002], [-0.049, 0.119, -0.008], [-0.297, -0.706, -0.556], [0.262, 0.620, 0.543], [0.001, -0.014, 0.024], [0.055, 0.052, -0.063], [-0.006, 0.031, -0.051]],
  "homo_ha": -0.1745,
  "total_charge": -1
}


{
  "formula": "C33H32F6N2O7PSScTe",
  "method": "ωB97M-V with the def2-TZVPD basis set",
  "symbols": ["Sc", "C", "C", "C", "C", "C", "C", "P", "C", "C", "C", "C", "C", "C", "C", "C", "C", "C", "C", "C", "C", "C", "C", "C", "H", "H", "H", "H", "H", "H", "H", "H", "H", "H", "H", "H", "H", "H", "H", "H", "F", "Te", "F", "F", "F", "F", "O", "N", "C", "C", "C", "C", "C", "C", "S", "O", "O", "O", "H", "H", "H", "H", "H", "H", "C", "N", "C", "C", "O", "H", "H", "H", "H", "H", "H", "H", "C", "O", "C", "O", "H", "H", "H", "F"],
  "xyz": [[-0.2640, -1.8986, -0.0886], [-4.3753, 4.8053, -2.0634], [-4.2836, 4.4834, -0.7175], [-3.3872, 3.5130, -0.2913], [-2.5702, 2.8536, -1.2096], [-2.6637, 3.1883, -2.5631], [-3.5629, 4.1553, -2.9832], [-1.4800, 1.4989, -0.7102], [-1.7558, 1.3195, 1.0905], [-1.0635, 2.0640, 2.0475], [-1.3170, 1.8736, 3.3945], [-2.2431, 0.9129, 3.7986], [-2.9182, 0.1557, 2.8549], [-2.6862, 0.3675, 1.4969], [0.1966, 2.1733, -0.7510], [0.3819, 3.5083, -1.0027], [1.6757, 4.0724, -0.9774], [2.7499, 3.2796, -0.7037], [2.5976, 1.8927, -0.4550], [3.7309, 1.0885, -0.1930], [3.5749, -0.2485, 0.0137], [2.2757, -0.7998, -0.0006], [1.1146, -0.0818, -0.1934], [1.3002, 1.3051, -0.4666], [-5.0765, 5.5616, -2.3956], [-4.9121, 4.9859, 0.0077], [-3.3250, 3.2620, 0.7590], [-2.0385, 2.6729, -3.2794], [-3.6316, 4.4004, -4.0362], [-0.3053, 2.7724, 1.7326], [-0.7712, 2.4467, 4.1341], [-2.4146, 0.7420, 4.8545], [-3.5959, -0.6316, 3.1587], [-3.1873, -0.2468, 0.7604], [-0.4662, 4.1475, -1.2135], [1.8040, 5.1308, -1.1699], [3.7502, 3.6982, -0.6689], [4.7091, 1.5511, -0.1309], [4.4317, -0.8695, 0.2467], [2.2305, -1.8764, 0.2017], [-1.2264, -6.1591, 0.5294], [-1.6668, -4.4260, 1.0355], [-2.7675, -4.9845, 2.4865], [-0.4418, -4.7541, 2.4752], [-1.4485, -4.0084, -0.8679], [-3.3804, -4.7253, 0.2503], [-1.7903, -2.6428, 1.3208], [0.4457, -1.5744, 2.3838], [1.7171, -1.1422, 2.8493], [2.7507, -2.0696, 2.9793], [4.0387, -1.6417, 3.2587], [4.3171, -0.2905, 3.4256], [3.2798, 0.6227, 3.3404], [1.9875, 0.2034, 3.0526], [6.0115, 0.2450, 3.6719], [5.9400, 1.7013, 3.7201], [6.4253, -0.3745, 4.9268], [6.7164, -0.2768, 2.5036], [0.2319, -2.5233, 2.6776], [-0.3091, -0.9730, 2.6987], [2.5403, -3.1204, 2.8084], [4.8492, -2.3569, 3.3259], [3.5087, 1.6739, 3.4598], [1.1935, 0.9297, 2.9237], [1.8373, -3.6616, -4.1728], [0.5837, -2.9337, -4.1964], [-0.0331, -2.6172, -5.4625], [0.1312, -2.3801, -3.0624], [0.7248, -2.4881, -1.9923], [1.8583, -4.3568, -5.0117], [1.9090, -4.2104, -3.2367], [2.6972, -2.9896, -4.2402], [-0.0916, -3.5160, -6.0790], [0.5243, -1.8516, -6.0110], [-1.0422, -2.2509, -5.2845], [-0.8111, -1.8245, -3.1285], [-4.1316, -0.1702, -1.7841], [-2.9985, 0.2430, -2.5284], [-1.7613, 0.1478, -1.8335], [-1.6334, -1.0660, -1.1984], [-4.9904, -0.1615, -2.4585], [-4.3218, 0.5248, -0.9523], [-3.9958, -1.1767, -1.3831], [0.3941, -3.8229, 0.4929]],
  "forces_ev_per_angstrom": [[0.103, 0.197, 0.079], [-0.014, 0.022, 0.011], [-0.013, 0.008, 0.006], [0.053, -0.027, -0.101], [-0.097, 0.006, -0.005], [-0.008, 0.008, 0.013], [0.015, -0.014, -0.016], [0.022, 0.094, 0.003], [-0.085, 0.066, 0.018], [0.046, -0.042, -0.020], [-0.084, -0.068, 0.057], [0.033, 0.054, 0.017], [0.023, -0.027, -0.133], [0.080, -0.078, 0.196], [0.104, -0.154, -0.099], [-0.034, 0.031, 0.006], [-0.012, 0.003, -0.001], [0.022, 0.019, 0.011], [0.012, -0.001, -0.012], [0.012, 0.046, -0.001], [-0.027, -0.049, 0.019], [0.048, -0.054, -0.051], [0.016, -0.043, -0.154], [-0.030, 0.094, 0.041], [0.001, 0.003, 0.001], [-0.003, 0.004, -0.002], [-0.005, 0.004, 0.022], [0.015, -0.018, 0.009], [0.000, 0.002, -0.001], [-0.036, 0.008, -0.002], [-0.005, -0.001, 0.001], [0.004, -0.007, -0.004], [-0.012, 0.017, 0.023], [0.046, -0.022, 0.020], [0.022, 0.003, 0.002], [-0.004, 0.004, 0.005], [0.000, -0.001, -0.003], [0.005, -0.008, 0.003], [0.008, 0.011, -0.010], [-0.013, 0.007, -0.002], [-0.036, 0.059, 0.062], [-0.187, -0.051, 0.092], [0.030, -0.042, -0.033], [-0.013, -0.006, -0.069], [0.025, -0.044, -0.062], [0.091, -0.042, 0.029], [-0.095, -0.008, -0.058], [-0.075, 0.023, 0.060], [0.082, -0.054, -0.024], [-0.031, 0.037, -0.030], [-0.018, -0.036, 0.028], [-0.023, 0.003, 0.014], [0.040, 0.053, -0.025], [-0.029, 0.000, 0.006], [0.026, -0.009, 0.005], [-0.003, -0.020, 0.014], [-0.016, 0.012, -0.043], [-0.020, 0.012, 0.024], [-0.016, 0.003, -0.055], [0.020, -0.005, 0.014], [0.000, -0.001, -0.002], [0.001, 0.000, 0.004], [0.000, -0.001, 0.005], [0.030, -0.030, 0.009], [0.017, 0.009, -0.004], [0.089, 0.068, 0.107], [-0.041, -0.023, -0.017], [-0.254, 0.109, -0.001], [0.118, -0.174, 0.052], [-0.002, -0.013, 0.007], [0.009, 0.007, -0.001], [-0.011, 0.009, -0.024], [-0.024, 0.004, -0.003], [0.026, -0.022, 0.009], [0.000, 0.043, -0.009], [0.028, -0.022, -0.038], [-0.018, -0.051, -0.067], [-0.028, -0.010, 0.035], [-0.101, -0.014, 0.039], [0.188, 0.022, -0.011], [0.001, 0.023, -0.004], [-0.016, 0.022, -0.046], [0.009, 0.005, 0.029], [0.020, 0.052, 0.033]],
  "homo_ha": -0.0580,
  "relative_energy_kj_mol": 782.5,
  "total_charge": -2
}


{
  "formula": "C4H6N2O2P",
  "method": "ωB97M-V with the def2-TZVPD basis set",
  "symbols": ["C", "C", "C", "C", "N", "N", "O", "O", "P", "H", "H", "H", "H", "H", "H"],
  "xyz": [[1.1265, 1.0691, 2.2455], [1.2020, 0.9501, 0.8864], [-0.0347, -0.6263, 1.5608], [-1.5891, -0.2010, -1.6349], [0.2841, 0.0560, 2.6522], [0.5316, -0.1259, 0.4656], [1.0021, 0.0419, -2.3654], [0.3254, -2.3183, -1.5597], [0.1371, -0.8868, -1.6586], [1.4787, 1.9502, 2.8279], [1.8976, 1.4996, 0.2530], [-0.7745, -1.4630, 1.4969], [-1.8259, 0.2086, -0.6993], [-1.4402, 0.6716, -2.3526], [-2.3209, -0.8258, -2.1178]],
  "forces_ev_per_angstrom": [[-1.031, -0.015, -0.236], [2.293, 1.338, -0.824], [-0.725, -0.426, 0.600], [1.798, 0.814, -2.788], [-0.366, 0.005, 1.480], [-0.797, -1.174, -2.596], [0.757, 0.786, -0.903], [-0.347, -1.528, 0.193], [-0.588, 2.000, 2.479], [-0.294, -1.241, -0.131], [-0.514, -0.088, -0.208], [0.965, 0.764, 0.320], [-0.518, 0.149, 1.327], [-0.288, -0.876, 0.950], [-0.344, -0.509, 0.336]],
  "homo_ha": -0.1603,
  "relative_energy_kj_mol": 56.8,
  "total_charge": -1
}